(1)
Computed, not measured: C50H38BrIMoO3S8 as an isolated structure, with ωB97M-V with the def2-TZVPD basis set.

Summary:
orbital gap (spin up / spin down): 5.20 / 5.20 eV
relative energy (zero: lowest compared OMol25 entry of this formula, charge and spin): 19.39 kJ/mol
E_HOMO (spin up / spin down): -12.33 / -12.33 eV
charge: +2
spin multiplicity: 1

Each line ends with the Mulliken charge.
Positions of all 102 atoms, in Å:
Mo: 0.54 0.41 1.30  -0.071
C: -0.77 7.75 -0.64  -1.492
C: -0.89 6.30 -0.29  1.039
C: -2.05 5.79 0.28  -0.947
C: -2.16 4.45 0.60  -1.025
C: -1.09 3.61 0.32  0.348
C: 0.09 4.09 -0.23  -0.067
C: 0.18 5.44 -0.54  -1.261
S: -1.33 1.89 0.71  2.505
O: -2.35 1.79 1.75  -0.727
C: -1.91 1.17 -0.84  1.598
C: -1.25 1.58 -2.02  -1.253
C: -1.61 1.02 -3.21  -1.211
C: -2.62 0.04 -3.28  0.557
C: -2.97 -0.56 -4.51  -0.667
C: -3.91 -1.55 -4.56  -0.857
C: -4.55 -1.97 -3.38  -1.059
C: -4.25 -1.40 -2.18  -0.900
C: -3.28 -0.37 -2.10  0.931
C: -2.91 0.23 -0.85  -0.600
C: -3.59 -0.26 0.37  -0.313
C: -4.94 0.11 0.64  1.051
C: -5.65 1.02 -0.19  -1.125
C: -6.93 1.37 0.11  -0.912
C: -7.57 0.83 1.25  -0.683
C: -6.91 -0.03 2.07  -0.999
C: -5.57 -0.41 1.79  0.693
C: -4.87 -1.29 2.65  -1.081
C: -3.57 -1.63 2.39  -1.105
C: -2.96 -1.10 1.24  1.218
S: -1.23 -1.46 1.03  1.443
O: -0.82 -2.49 1.99  -0.700
C: -1.18 -2.18 -0.59  0.173
C: -0.50 -1.61 -1.65  0.080
C: -0.53 -2.23 -2.89  -1.339
C: -1.23 -3.42 -3.07  0.761
C: -1.27 -4.09 -4.41  -1.886
C: -1.90 -3.99 -1.99  -0.993
C: -1.88 -3.38 -0.75  -0.781
H: -1.64 8.31 -0.29  0.373
H: -0.69 7.88 -1.72  0.325
H: 0.12 8.18 -0.19  0.368
H: -2.87 6.45 0.49  0.363
H: -3.05 4.06 1.06  0.601
H: 0.94 3.44 -0.41  0.686
H: 1.09 5.82 -0.96  0.460
H: -0.49 2.34 -1.99  0.450
H: -1.11 1.33 -4.12  0.480
H: -2.47 -0.23 -5.41  0.529
H: -4.17 -2.00 -5.50  0.492
H: -5.29 -2.76 -3.43  0.505
H: -4.75 -1.73 -1.29  0.603
H: -5.17 1.44 -1.06  0.561
H: -7.47 2.06 -0.52  0.475
H: -8.59 1.12 1.47  0.433
H: -7.39 -0.44 2.95  0.488
H: -5.37 -1.68 3.52  0.465
H: -3.01 -2.27 3.05  0.727
H: 0.02 -0.66 -1.54  1.165
H: -0.03 -1.77 -3.73  0.518
H: -1.03 -3.39 -5.20  0.407
H: -2.25 -4.52 -4.60  0.439
H: -0.54 -4.90 -4.45  0.399
H: -2.45 -4.91 -2.12  0.498
H: -2.41 -3.82 0.08  0.602
S: 2.65 2.79 7.88  -0.102
C: 2.08 2.31 6.44  0.127
S: 2.33 3.23 4.95  0.046
C: 1.50 2.14 3.91  0.043
C: 0.96 1.01 4.48  0.366
S: 0.23 -0.15 3.47  -0.031
S: 1.15 0.83 6.20  -0.047
S: 1.27 2.42 2.23  -0.061
Br: 6.35 1.08 -0.97  -0.135
C: 7.19 0.46 0.59  0.077
C: 8.53 0.09 0.51  -0.451
C: 9.17 -0.43 1.62  -0.554
C: 8.48 -0.58 2.82  -0.680
C: 7.15 -0.20 2.90  -0.384
C: 6.51 0.33 1.79  0.212
I: 4.50 0.90 1.97  0.209
H: 9.06 0.21 -0.42  0.431
H: 10.21 -0.72 1.55  0.419
H: 8.98 -0.98 3.69  0.425
H: 6.62 -0.28 3.84  0.453
C: 2.30 -2.85 2.38  -1.083
S: 2.03 -2.56 0.64  1.018
O: 1.65 -1.03 0.58  -0.921
C: 3.61 -2.63 -0.18  0.376
C: 3.53 -2.55 -1.57  -0.445
C: 4.69 -2.61 -2.32  -0.771
C: 5.90 -2.79 -1.69  -0.552
C: 5.97 -2.91 -0.31  -0.731
C: 4.82 -2.81 0.46  -0.240
H: 2.97 -2.10 2.78  0.271
H: 2.70 -3.85 2.49  0.599
H: 1.31 -2.80 2.84  0.180
H: 2.56 -2.44 -2.05  0.400
H: 4.64 -2.54 -3.39  0.456
H: 6.81 -2.86 -2.27  0.437
H: 6.93 -3.06 0.18  0.429
H: 4.90 -2.89 1.53  0.458

***

(2)
Computed, not measured: C50H38CaN6O10S3 as an isolated structure, with ωB97M-V with the def2-TZVPD basis set.

Summary:
orbital gap (spin up / spin down): 2.09 / 2.55 eV
relative energy (zero: lowest compared OMol25 entry of this formula, charge and spin): 332.30 kJ/mol
E_HOMO (spin up / spin down): 1.09 / 1.04 eV
charge: -2
spin multiplicity: 1

Each line ends with the Mulliken charge.
Positions of all 108 atoms, in Å:
Ca: 14.27 13.14 13.88  1.522
O: 9.52 19.64 13.78  -0.793
N: 10.26 18.97 13.04  0.985
O: 10.47 19.16 11.82  -0.735
C: 11.03 17.92 13.68  -0.278
C: 10.56 17.53 14.88  -0.889
C: 11.03 16.35 15.46  0.720
C: 10.60 15.85 16.74  -0.559
C: 10.95 14.58 17.16  -1.214
C: 11.80 13.87 16.38  -0.471
N: 12.33 14.30 15.23  0.445
C: 12.02 15.54 14.78  -0.379
C: 12.58 16.04 13.54  0.351
N: 13.61 15.39 12.96  0.469
C: 14.23 15.83 11.88  -0.794
C: 13.84 17.01 11.27  -1.144
C: 12.82 17.77 11.85  -0.783
C: 12.14 17.29 13.01  0.187
H: 9.79 18.10 15.34  0.498
H: 10.01 16.52 17.37  0.359
H: 10.52 14.10 18.04  0.340
H: 12.13 12.86 16.59  0.506
H: 15.03 15.26 11.45  0.517
H: 14.33 17.23 10.32  0.370
H: 12.59 18.73 11.44  0.510
C: 16.23 8.77 17.32  -1.540
C: 15.49 7.56 16.71  2.486
C: 16.16 7.23 15.29  -1.431
C: 15.43 6.30 17.51  -2.135
C: 14.03 7.96 16.38  0.397
C: 12.90 7.13 16.72  -0.632
C: 11.62 7.48 16.27  -0.575
C: 11.39 8.54 15.48  0.018
S: 10.14 8.98 14.24  -0.420
C: 11.06 10.32 13.75  -0.095
N: 12.23 10.52 14.41  0.536
C: 12.48 9.47 15.26  -1.117
C: 13.78 9.22 15.81  0.565
C: 10.60 11.37 12.81  1.133
C: 9.15 11.62 12.66  -1.335
C: 8.68 12.67 11.95  -0.691
C: 9.59 13.48 11.22  -0.842
C: 10.94 13.33 11.39  -0.180
C: 11.46 12.29 12.13  0.625
H: 17.27 8.47 17.64  0.388
H: 15.73 9.15 18.24  0.338
H: 16.37 9.62 16.62  0.202
H: 17.06 6.68 15.39  0.435
H: 16.41 8.13 14.76  0.276
H: 15.45 6.69 14.64  0.308
H: 16.42 5.99 18.00  0.316
H: 15.12 5.48 16.90  0.432
H: 14.78 6.37 18.41  0.445
H: 12.99 6.26 17.39  0.264
H: 10.87 6.72 16.47  0.343
H: 14.50 10.02 15.60  -0.207
H: 8.48 10.93 13.15  0.367
H: 7.62 12.94 12.04  0.365
H: 9.18 14.12 10.40  0.320
H: 11.69 13.92 10.86  0.386
O: 17.54 11.52 12.32  -0.646
S: 16.09 11.53 12.16  1.256
O: 15.23 10.96 13.20  -0.274
O: 15.64 12.92 11.77  -0.278
C: 15.84 10.53 10.67  0.020
C: 17.01 10.34 9.90  -0.761
C: 16.89 9.92 8.59  -0.440
C: 15.61 9.87 7.95  -0.797
C: 14.48 10.13 8.73  -0.418
C: 14.60 10.47 10.10  -0.301
S: 12.95 10.46 10.99  1.405
O: 12.98 9.37 11.88  -0.569
O: 11.84 10.55 10.05  -0.728
O: 12.82 11.93 11.82  0.202
H: 18.02 10.41 10.37  0.389
H: 17.79 9.64 8.04  0.360
H: 15.56 9.68 6.91  0.429
H: 13.47 10.06 8.32  0.507
O: 15.20 12.72 15.91  -0.845
C: 16.18 13.54 15.65  0.342
N: 17.23 13.75 16.47  0.395
C: 18.13 14.78 15.98  2.070
C: 17.34 15.11 14.62  -0.293
O: 17.61 16.02 13.85  -0.767
N: 16.23 14.40 14.57  -0.408
C: 19.50 14.15 15.67  0.262
C: 19.48 13.00 14.86  -0.591
C: 20.61 12.28 14.76  -0.427
C: 21.83 12.70 15.34  -0.698
C: 21.89 13.98 15.87  -0.840
C: 20.69 14.67 16.12  -0.317
C: 18.21 16.01 16.91  -0.467
C: 17.62 16.03 18.16  -0.311
C: 17.86 17.10 18.99  -0.945
C: 18.42 18.25 18.46  -0.295
C: 18.95 18.22 17.19  -0.658
C: 18.87 17.14 16.40  -0.459
H: 17.49 13.06 17.19  0.341
H: 18.62 12.73 14.30  0.371
H: 20.60 11.33 14.23  0.393
H: 22.59 11.96 15.33  0.417
H: 22.75 14.50 16.15  0.443
H: 20.82 15.57 16.70  0.389
H: 16.95 15.28 18.50  0.537
H: 17.48 17.06 20.00  0.389
H: 18.50 19.20 19.03  0.323
H: 19.61 19.05 16.84  0.263
H: 19.16 17.10 15.36  0.546

***

(3)
Computed, not measured: C50H38Cl4CrN8O2 as an isolated structure, with ωB97M-V with the def2-TZVPD basis set.

Summary:
orbital gap (spin up / spin down): 5.52 / 5.61 eV
E_HOMO (spin up / spin down): -6.35 / -6.64 eV
spin multiplicity: 5

Each line ends with the Löwdin spin population.
Positions of all 103 atoms, in Å:
Cr: 0.18 -0.03 0.51  3.635
Cl: -2.24 2.69 -7.96  0.000
C: -1.99 2.20 -6.32  0.000
C: -0.87 1.47 -5.98  0.000
C: -0.67 1.07 -4.67  0.000
C: -1.60 1.41 -3.68  0.000
C: -2.73 2.14 -4.04  0.000
C: -2.93 2.54 -5.35  0.000
C: -1.32 0.97 -2.29  0.008
C: -1.17 1.92 -1.27  0.021
C: -1.49 3.33 -1.37  0.015
C: -1.39 3.84 -0.12  0.011
C: -0.94 2.77 0.74  0.025
C: -0.53 2.93 2.07  -0.007
C: -0.84 4.23 2.72  -0.001
C: 0.18 5.11 3.10  -0.001
C: -0.11 6.34 3.67  0.000
C: -1.43 6.71 3.85  -0.001
Cl: -1.80 8.25 4.56  0.000
C: -2.46 5.86 3.48  0.000
C: -2.16 4.63 2.91  -0.001
C: 0.24 1.99 2.77  0.026
N: 0.66 0.80 2.25  0.006
C: 1.61 0.31 3.11  0.021
C: 2.29 -0.91 2.97  0.008
C: 3.47 -1.12 3.85  0.000
C: 3.57 -2.19 4.74  0.000
C: 4.70 -2.38 5.52  0.000
C: 5.74 -1.48 5.44  0.000
Cl: 7.17 -1.72 6.40  0.000
C: 5.66 -0.38 4.60  0.000
C: 4.53 -0.21 3.81  0.000
C: 1.88 -1.93 2.09  0.018
C: 2.34 -3.29 2.09  0.008
C: 1.51 -3.98 1.25  0.008
C: 0.60 -3.02 0.69  0.016
N: 0.87 -1.78 1.18  0.011
C: -0.35 -3.33 -0.31  0.013
C: -0.95 -2.36 -1.12  0.014
C: -1.75 -2.59 -2.30  0.012
C: -1.89 -1.39 -2.91  0.006
C: -1.26 -0.41 -2.07  0.023
N: -0.72 -1.02 -0.98  0.010
C: -0.67 -4.77 -0.51  0.001
C: -1.13 -5.51 0.58  0.001
C: -1.47 -6.85 0.44  0.000
C: -1.34 -7.46 -0.80  0.001
Cl: -1.76 -9.14 -0.98  0.000
C: -0.88 -6.75 -1.89  0.000
C: -0.54 -5.41 -1.74  0.001
C: 1.74 1.20 4.24  0.015
C: 0.86 2.21 4.05  0.010
N: -0.80 1.63 0.01  0.004
H: -0.15 1.21 -6.75  0.000
H: 0.21 0.51 -4.39  0.000
H: -3.47 2.38 -3.28  0.000
H: -3.81 3.10 -5.63  0.000
H: -1.77 3.85 -2.27  0.001
H: -1.57 4.86 0.19  0.000
H: 1.21 4.82 2.95  0.000
H: 0.69 7.02 3.95  0.000
H: -3.49 6.16 3.63  0.000
H: -2.96 3.97 2.62  0.000
H: 2.73 -2.87 4.84  0.000
H: 4.76 -3.22 6.20  0.000
H: 6.46 0.34 4.57  0.000
H: 4.46 0.65 3.16  0.000
H: 3.17 -3.69 2.64  0.000
H: 1.54 -5.03 1.03  0.000
H: -2.15 -3.54 -2.62  0.001
H: -2.42 -1.17 -3.83  0.000
H: -1.24 -5.03 1.54  0.000
H: -1.83 -7.42 1.29  0.000
H: -0.76 -7.24 -2.85  0.000
H: -0.15 -4.86 -2.59  0.000
H: 2.39 1.03 5.09  0.001
H: 0.66 3.03 4.72  0.000
N: 2.50 2.55 -0.05  0.005
C: 3.54 1.79 -0.72  0.000
C: 4.50 2.70 -1.52  0.000
C: 5.61 2.03 -2.33  0.000
C: 6.58 1.17 -1.50  0.000
N: 6.03 -0.04 -0.87  0.000
C: 5.40 -1.00 -1.55  0.000
N: 5.71 -1.24 -2.83  0.000
N: 4.78 -1.98 -0.84  0.000
C: 2.89 0.68 -1.60  0.005
O: 3.59 0.26 -2.57  0.004
O: 1.77 0.22 -1.32  0.042
H: 1.92 3.04 -0.72  0.000
H: 2.89 3.22 0.60  0.000
H: 4.11 1.29 0.07  0.000
H: 4.97 3.40 -0.81  0.000
H: 3.88 3.30 -2.19  0.000
H: 6.22 2.81 -2.79  0.000
H: 5.15 1.45 -3.12  0.000
H: 6.97 1.76 -0.68  0.000
H: 7.43 0.88 -2.12  0.000
H: 5.71 0.08 0.07  0.000
H: 6.06 -0.45 -3.35  0.000
H: 5.02 -1.76 -3.35  0.000
H: 4.36 -1.70 0.04  0.000
H: 4.16 -2.57 -1.37  0.000

***

(4)
Computed, not measured: C50H39F6N2O4P2S2SbTeW as an isolated structure, with ωB97M-V with the def2-TZVPD basis set.

Summary:
orbital gap (spin up / spin down): 4.84 / 4.83 eV
E_HOMO (spin up / spin down): -13.13 / -13.13 eV
charge: +2
spin multiplicity: 1

Each line ends with the Mulliken charge.
Positions of all 108 atoms, in Å:
W: -0.74 -0.48 -0.98  2.625
Te: 2.19 -3.83 1.02  0.635
C: 3.06 -3.29 2.94  0.028
C: 3.91 -2.19 2.97  0.400
C: 4.55 -1.90 4.17  -0.552
N: 4.36 -2.62 5.27  -0.574
C: 3.56 -3.67 5.23  -0.412
C: 2.87 -4.05 4.08  -0.280
C: 1.42 -1.97 0.59  -1.447
P: -0.09 -1.23 1.25  2.308
C: 0.46 -0.32 2.72  0.748
C: 0.93 -1.03 3.82  -1.014
C: 1.37 -0.35 4.94  -0.887
C: 1.33 1.04 4.97  -1.026
C: 0.88 1.75 3.87  -0.721
C: 0.46 1.07 2.73  0.266
C: -1.22 -2.50 1.89  1.035
C: -2.00 -2.25 3.01  -0.915
C: -2.97 -3.16 3.40  -0.897
C: -3.14 -4.34 2.69  -0.655
C: -2.38 -4.57 1.55  -1.027
C: -1.44 -3.64 1.13  -0.575
P: 1.69 -1.15 -0.99  1.878
C: 3.25 -0.30 -0.57  0.556
C: 3.23 1.03 -0.18  -0.326
C: 4.40 1.65 0.25  -0.656
C: 5.58 0.93 0.30  -0.724
C: 5.60 -0.41 -0.07  -0.659
C: 4.44 -1.04 -0.48  -0.760
C: 2.23 -2.38 -2.22  0.700
C: 3.18 -2.01 -3.17  -0.767
C: 3.51 -2.90 -4.19  -0.818
C: 2.90 -4.14 -4.25  -0.711
C: 1.94 -4.50 -3.30  -1.114
C: 1.60 -3.61 -2.30  -0.303
H: 4.09 -1.59 2.09  0.200
H: 5.23 -1.06 4.24  0.435
H: 3.45 -4.22 6.15  0.388
H: 2.23 -4.92 4.09  0.463
H: 0.93 -2.11 3.80  0.900
H: 1.75 -0.90 5.79  0.514
H: 1.64 1.57 5.86  0.455
H: 0.85 2.83 3.88  0.605
H: 0.13 1.63 1.86  -0.239
H: -1.85 -1.34 3.58  0.584
H: -3.60 -2.95 4.25  0.501
H: -3.87 -5.07 3.00  0.448
H: -2.52 -5.49 0.99  0.521
H: -0.92 -3.79 0.19  0.270
H: 2.30 1.59 -0.21  0.117
H: 4.38 2.69 0.55  0.518
H: 6.49 1.41 0.63  0.439
H: 6.52 -0.98 -0.02  0.476
H: 4.45 -2.09 -0.74  0.448
H: 3.64 -1.04 -3.13  0.517
H: 4.22 -2.60 -4.94  0.466
H: 3.14 -4.82 -5.05  0.449
H: 1.46 -5.47 -3.37  0.530
H: 0.80 -3.87 -1.61  0.338
F: -2.37 0.49 -5.01  -0.118
C: -1.58 -0.50 -5.34  0.437
F: -2.27 -1.49 -5.85  -0.145
F: -0.70 -0.05 -6.21  -0.178
S: -0.44 -1.07 -3.91  1.306
O: -0.09 0.22 -3.23  -1.001
O: 0.61 -1.70 -4.60  -0.362
N: -0.94 -1.84 -2.59  -0.981
S: -2.44 -2.66 -2.34  0.546
O: -2.19 -1.27 -0.57  -0.793
O: -2.68 -3.34 -3.60  -0.629
C: -3.55 -1.10 -2.62  0.650
F: -4.49 -0.94 -1.71  -0.221
F: -4.10 -1.19 -3.81  -0.269
F: -2.80 0.08 -2.64  0.118
C: -0.25 6.14 1.95  -0.659
C: -1.32 5.30 2.22  -0.861
C: -1.50 4.14 1.48  -0.001
C: -0.60 3.82 0.47  1.005
C: 0.47 4.66 0.20  -1.026
C: 0.64 5.82 0.94  -0.710
Sb: -0.93 2.12 -0.84  0.715
C: -2.90 1.71 0.00  0.859
C: -2.99 0.94 1.16  0.164
C: -4.23 0.62 1.68  -0.814
C: -5.38 1.03 1.03  -0.927
C: -5.30 1.78 -0.13  -0.693
C: -4.06 2.12 -0.66  -1.340
C: -1.57 3.38 -2.48  0.817
C: -2.36 4.48 -2.18  -0.652
C: -2.80 5.30 -3.20  -0.729
C: -2.44 5.04 -4.51  -0.729
C: -1.63 3.96 -4.81  -0.623
C: -1.18 3.12 -3.79  -0.849
H: -0.12 7.05 2.52  0.425
H: -2.03 5.55 2.99  0.487
H: -2.35 3.49 1.68  0.505
H: 1.16 4.42 -0.61  0.480
H: 1.47 6.48 0.72  0.452
H: -2.09 0.63 1.69  0.504
H: -4.29 0.04 2.59  0.506
H: -6.35 0.78 1.45  0.413
H: -6.20 2.10 -0.64  0.442
H: -4.00 2.69 -1.57  0.517
H: -2.63 4.69 -1.15  0.527
H: -3.41 6.16 -2.97  0.447
H: -2.79 5.69 -5.31  0.420
H: -1.35 3.75 -5.83  0.484
H: -0.53 2.29 -4.03  0.381